1.
C6H12O | ωB97M-V/def2-TZVPD

As for the total charge: 0. As for the LUMO energy: 1.10 eV. Its largest force on an atom is 0.005 Eh/bohr. The energy relative to the best compared isomer or geometry (same formula, charge and spin) comes out at 8.4 kcal per mole. Its SMILES is C[C@H]1CO[C@@H](C)C1.

Geometry (Å):
C -2.19 0.60 0.00
C -1.06 -0.32 0.44
C -0.48 -1.15 -0.71
O 0.80 -1.53 -0.27
C 1.38 -0.38 0.34
C 2.17 0.41 -0.70
C 0.20 0.41 0.95
H -2.98 0.06 -0.52
H -1.80 1.36 -0.69
H -2.65 1.13 0.85
H -1.41 -1.02 1.21
H -1.04 -2.06 -0.95
H -0.43 -0.52 -1.62
H 2.07 -0.75 1.11
H 2.94 -0.23 -1.14
H 2.66 1.29 -0.24
H 1.52 0.77 -1.50
H 0.20 1.45 0.60
H 0.25 0.43 2.04


2.
C6H12O | ωB97M-V/def2-TZVPD

As for the total charge: 0. As for the LUMO energy: 0.74 eV. Its largest force on an atom is 0.005 Eh/bohr. The energy relative to the best compared isomer or geometry (same formula, charge and spin) comes out at 102.2 kcal per mole.

Geometry (Å):
C -1.04 -2.13 -1.50
C -0.59 -0.69 -1.26
C 0.23 -0.59 0.04
C 1.11 1.06 -0.13
C 1.10 1.38 1.25
C -0.16 1.43 1.88
O -0.47 -0.61 1.13
H -0.18 -2.79 -1.67
H -1.59 -2.50 -0.62
H -1.70 -2.20 -2.37
H -0.03 -0.32 -2.12
H -1.46 -0.04 -1.12
H 1.13 -1.24 0.01
H 2.08 1.00 -0.62
H 0.37 1.58 -0.74
H 0.53 2.53 1.72
H 1.97 1.21 1.88
H -0.26 1.30 2.95
H -1.05 1.63 1.29


3.
C6H12O | ωB97M-V/def2-TZVPD

As for the total charge: 0. As for the LUMO energy: 1.00 eV. Its largest force on an atom is 0.008 Eh/bohr. The energy relative to the best compared isomer or geometry (same formula, charge and spin) comes out at 39.6 kcal per mole. Its SMILES is C/C=C(/C)O.C=C.

Geometry (Å):
C -0.99 1.66 -0.82
C 0.02 1.02 0.10
O -0.48 0.48 1.25
C -1.25 -1.86 -0.74
C -1.08 -2.41 0.46
C 2.41 0.47 0.73
C 1.33 1.06 -0.14
H -1.75 0.94 -1.15
H -0.50 2.05 -1.71
H -1.51 2.48 -0.31
H -1.31 0.03 1.03
H -2.24 -1.63 -1.13
H -0.40 -1.59 -1.36
H -1.92 -2.66 1.10
H -0.09 -2.62 0.85
H 3.19 0.00 0.11
H 2.01 -0.28 1.42
H 1.66 1.61 -1.02
H 2.90 1.25 1.33


4.
C6H12O | ωB97M-V/def2-TZVPD

As for the total charge: 0. As for the LUMO energy: 0.79 eV. Its largest force on an atom is 0.100 Eh/bohr. The energy relative to the best compared isomer or geometry (same formula, charge and spin) comes out at 106.4 kcal per mole.

Geometry (Å):
C -1.64 -0.71 -0.69
C -0.94 0.26 0.24
C -1.94 0.83 1.22
C 0.19 -0.37 0.98
O 1.20 -0.83 0.12
C 2.01 0.25 0.23
C 2.98 0.10 -0.86
H -2.44 -0.24 -1.25
H -0.91 -1.13 -1.38
H -2.06 -1.55 -0.11
H -0.56 1.09 -0.36
H -2.33 0.03 1.87
H -2.78 1.31 0.70
H -1.45 1.57 1.87
H -0.09 -1.24 1.58
H 1.01 0.25 1.85
H 2.66 -0.72 -1.52
H 4.03 0.02 -0.57
H 2.96 1.03 -1.44


5.
C6H12O | ωB97M-V/def2-TZVPD

As for the total charge: 0. As for the LUMO energy: 1.05 eV. Its largest force on an atom is 0.061 Eh/bohr. The energy relative to the best compared isomer or geometry (same formula, charge and spin) comes out at 59.4 kcal per mole. Its SMILES is CC[C@H]1C[C@H]1CO.

Geometry (Å):
C -0.06 1.29 2.03
C 0.14 -0.18 1.65
C 0.82 -0.35 0.31
C 0.66 -1.61 -0.50
C 0.09 -0.30 -1.00
C -1.30 0.14 -1.35
O -0.95 0.96 -2.62
H 0.90 1.82 2.08
H -0.55 1.39 3.00
H -0.68 1.81 1.29
H -0.83 -0.70 1.64
H 0.75 -0.67 2.43
H 1.81 0.12 0.26
H 1.53 -2.01 -1.03
H 0.02 -2.39 -0.08
H 0.41 0.33 -1.89
H -2.04 -0.63 -1.59
H -1.74 0.92 -0.72
H -0.97 0.42 -3.42


6.
C6H12O | ωB97M-V/def2-TZVPD

As for the total charge: 0. As for the LUMO energy: 1.02 eV. Its largest force on an atom is 0.011 Eh/bohr. The energy relative to the best compared isomer or geometry (same formula, charge and spin) comes out at 15.3 kcal per mole. Its SMILES is CC1(O)CCCC1.

Geometry (Å):
C 1.94 -0.88 -0.51
C 0.68 -0.21 0.02
O 1.05 0.04 1.40
C 0.10 1.12 -0.48
C -1.15 1.18 0.48
C -1.79 -0.14 0.06
C -0.58 -1.10 -0.08
H 2.80 -0.20 -0.38
H 1.92 -1.27 -1.53
H 2.12 -1.72 0.17
H 0.99 1.00 1.50
H 0.85 1.92 -0.49
H -0.31 1.03 -1.49
H -0.84 1.10 1.52
H -1.79 2.07 0.42
H -2.26 0.03 -0.92
H -2.55 -0.52 0.73
H -0.59 -1.59 -1.06
H -0.56 -1.89 0.68


7.
C6H12O | ωB97M-V/def2-TZVPD

As for the total charge: 0. As for the LUMO energy: 1.09 eV. Its largest force on an atom is 0.014 Eh/bohr. The energy relative to the best compared isomer or geometry (same formula, charge and spin) comes out at 10.3 kcal per mole. Its SMILES is CCC(C=O)CC.

Geometry (Å):
C 1.65 -1.99 0.22
C 1.33 -0.50 0.35
C -0.15 -0.14 0.09
C -0.39 1.36 0.35
C -1.85 1.78 0.22
C -0.54 -0.51 -1.32
O -1.51 -1.20 -1.57
H 2.71 -2.19 0.44
H 1.05 -2.57 0.93
H 1.44 -2.37 -0.78
H 1.61 -0.14 1.35
H 1.97 0.07 -0.35
H -0.89 -0.72 0.65
H 0.23 1.96 -0.33
H -0.04 1.58 1.36
H -1.97 2.85 0.44
H -2.49 1.22 0.91
H -2.24 1.61 -0.80
H 0.10 -0.12 -2.14


8.
C6H12O | ωB97M-V/def2-TZVPD

As for the total charge: 0. As for the LUMO energy: 1.01 eV. Its largest force on an atom is 0.096 Eh/bohr. The energy relative to the best compared isomer or geometry (same formula, charge and spin) comes out at 55.2 kcal per mole.

Geometry (Å):
C -0.95 -1.66 -0.67
C -0.58 -0.17 -0.57
C -0.99 0.45 0.77
C -0.33 1.84 0.83
O 0.93 1.76 0.23
C 0.88 0.24 -0.71
C 1.86 -0.36 0.13
H -2.03 -1.79 -0.57
H -0.65 -2.09 -1.63
H -0.47 -2.24 0.13
H -1.11 0.36 -1.38
H -0.64 -0.20 1.59
H -2.08 0.51 0.86
H -0.29 2.19 1.88
H -0.96 2.56 0.29
H 1.24 0.46 -1.72
H 1.55 -0.65 1.14
H 1.74 -1.29 -0.66
H 2.87 0.06 0.08


9.
C6H12O | ωB97M-V/def2-TZVPD

As for the total charge: 0. As for the LUMO energy: 0.70 eV. Its largest force on an atom is 0.031 Eh/bohr. The energy relative to the best compared isomer or geometry (same formula, charge and spin) comes out at 39.1 kcal per mole. Its SMILES is C=C/C=C/CC.O.

Geometry (Å):
C 1.96 -2.60 -0.08
C 1.38 -1.49 0.84
C 0.57 -0.46 0.14
C 0.56 0.83 0.46
C -0.43 1.76 -0.10
C -0.72 2.89 0.54
H 1.16 -2.98 -0.73
H 2.37 -3.41 0.51
H 2.75 -2.18 -0.70
H 2.24 -1.02 1.33
H 0.84 -2.03 1.62
H -0.17 -0.83 -0.56
H 1.34 1.25 1.07
H -1.15 1.42 -0.84
H -0.07 3.29 1.31
H -1.39 3.65 0.16
H -3.62 -0.39 -1.06
H -2.73 0.25 -2.07
O -2.68 -0.33 -1.29


10.
C6H12O | ωB97M-V/def2-TZVPD

As for the total charge: 0. As for the LUMO energy: 0.41 eV. Its largest force on an atom is 0.077 Eh/bohr. The energy relative to the best compared isomer or geometry (same formula, charge and spin) comes out at 108.3 kcal per mole. Its SMILES is C/C=C\C=C\C.O.

Geometry (Å):
C -0.02 -2.46 1.05
C -1.33 -1.83 1.42
C -2.02 -0.81 0.82
C -1.31 0.26 0.01
C -1.58 0.97 -1.09
C -1.04 2.35 -1.37
H -0.10 -3.52 1.41
H 0.93 -2.03 1.64
H 0.27 -2.43 0.04
H -1.63 -2.00 2.47
H -3.12 -0.98 0.66
H -0.22 0.15 0.31
H -2.51 0.62 -1.50
H 0.11 2.46 -1.16
H -1.00 3.10 -2.30
H -1.67 2.95 -0.69
H 5.19 1.53 0.09
H 5.76 0.39 -0.88
O 5.28 1.29 -0.91


11.
C6H12O2 | ωB97M-V/def2-TZVPD

As for the total charge: 0. As for the LUMO energy: 0.79 eV. Its largest force on an atom is 0.023 Eh/bohr. The energy relative to the best compared isomer or geometry (same formula, charge and spin) comes out at 5.1 kcal per mole. Its SMILES is CCC[C@H](C)C(=O)O.

Geometry (Å):
C -0.07 -0.33 0.75
C 0.66 -0.45 -0.60
C 0.05 0.21 -1.84
C -0.18 1.10 1.28
C -1.43 0.54 -1.81
C 0.61 -1.19 1.79
O 1.93 -0.94 1.92
O 0.07 -2.02 2.49
H 2.21 -1.55 2.63
H -1.08 -0.74 0.65
H 1.69 -0.08 -0.50
H 0.77 -1.52 -0.82
H 0.60 1.13 -2.07
H 0.23 -0.46 -2.70
H -1.07 1.60 0.90
H 0.69 1.70 0.99
H -0.24 1.12 2.37
H -1.63 1.41 -1.18
H -1.78 0.79 -2.82
H -2.03 -0.30 -1.45


12.
C6H12O2 | ωB97M-V/def2-TZVPD

As for the total charge: 0. As for the LUMO energy: 0.63 eV. Its largest force on an atom is 0.169 Eh/bohr. The energy relative to the best compared isomer or geometry (same formula, charge and spin) comes out at 184.6 kcal per mole.

Geometry (Å):
C -0.79 1.75 -0.37
C -0.07 0.47 -0.04
C 1.37 0.61 -0.12
C 2.25 -0.71 0.40
C -0.76 -0.65 0.37
C -2.32 -0.84 0.51
H -0.75 2.74 0.51
H -1.97 1.87 -0.41
H -0.33 2.39 -1.18
H 1.66 0.78 -1.03
H 1.82 1.74 0.54
H 1.82 -1.14 1.45
H 3.59 -0.60 0.19
H 2.77 -2.07 -0.65
H 0.07 -1.29 0.54
H -2.63 -1.31 1.41
H -2.42 0.31 0.67
H -2.44 -0.90 -1.60
O 1.96 -1.66 -0.62
O -2.82 -1.51 -0.56


Number 1: DFT total energy -311.045806 hartree. Number 2: DFT total energy -310.896334 hartree. Number 3: DFT total energy -310.996202 hartree. Number 4: DFT total energy -310.889696 hartree. Number 5: DFT total energy -310.964672 hartree. Number 6: DFT total energy -311.034816 hartree. Number 7: DFT total energy -311.042922 hartree. Number 8: DFT total energy -310.971352 hartree. Number 9: DFT total energy -310.996885 hartree. Number 10: DFT total energy -310.886625 hartree. Number 11: DFT total energy -386.312093 hartree. Number 12: DFT total energy -386.025966 hartree.